Entry 1:
This record from the Open Molecules 2025 dataset describes a single C4H6N2O molecule at a distorted geometry. The level of theory is ωB97M-V with the def2-TZVPD basis set.

Results
energy above the lowest of the compared OMol25 structures with the same formula, charge and spin: 125.16 kcal/mol
E_HOMO (alpha / beta): -9.17 / -8.01 eV
HOMO-LUMO gap (alpha / beta): 9.1 / 7.5 eV
LUMO energy (alpha / beta): -0.0007 / -0.0185 Ha

XYZ file:
```
13
Properties=species:S:1:pos:R:3:mulliken_charge:R:1
N -2.309 0.590 -0.927 -0.561
C -2.210 0.111 0.230 0.099
O -1.008 -0.310 0.754 -0.294
C 0.113 -0.203 0.015 -0.575
C 1.380 -0.151 0.755 -0.006
C 2.308 -0.109 -0.507 0.001
N 3.327 0.413 -0.848 -0.524
H -3.271 0.844 -1.135 0.250
H -2.991 -0.052 0.975 0.377
H -0.021 0.272 -0.951 0.408
H 1.596 -0.868 -1.103 0.302
H 1.371 0.573 1.587 0.293
H 1.714 -1.111 1.155 0.230
```


Entry 2:
This record from the Open Molecules 2025 dataset describes a molecular structure, C6H9BrN3O2 at a distorted geometry. The level of theory is ωB97M-V with the def2-TZVPD basis set.

Results
energy above the lowest of the compared OMol25 structures with the same formula, charge and spin: 101.67 kcal/mol
E_HOMO: -12.91 eV
HOMO-LUMO gap: 8.4 eV
LUMO energy: -0.1648 Ha
charge: +1

XYZ file:
```
21
Properties=species:S:1:pos:R:3:mulliken_charge:R:1
C 0.876 -1.504 -0.640 -0.227
C 1.145 -1.191 0.703 -0.689
C 0.430 -0.595 -1.565 -0.800
C 1.068 0.114 1.125 0.275
C -0.167 0.657 -1.233 0.379
C -2.116 -0.431 -0.052 -0.854
N 0.339 1.058 0.562 -0.385
N 1.909 0.551 2.275 1.017
N -1.628 0.688 -0.884 -0.171
O 2.442 -0.308 2.916 -0.537
O 1.964 1.743 2.440 -0.609
Br 0.184 2.167 -2.411 0.019
H 1.219 -2.462 -1.000 0.484
H 1.659 -1.905 1.327 0.494
H 0.688 -0.751 -2.603 0.418
H -3.194 -0.351 0.070 0.370
H -1.878 -1.380 -0.529 0.390
H -1.641 -0.396 0.924 0.308
H 0.670 2.009 0.737 0.298
H -1.811 1.576 -0.392 0.375
H -2.158 0.709 -1.768 0.445
```


Entry 3:
This record from the Open Molecules 2025 dataset describes a molecular structure, CH4CaIO at a distorted geometry. The level of theory is ωB97M-V with the def2-TZVPD basis set.

Results
energy above the lowest of the compared OMol25 structures with the same formula, charge and spin: 4.26 kcal/mol
E_HOMO: -12.22 eV
HOMO-LUMO gap: 5.6 eV
LUMO energy: -0.2435 Ha
charge: +1

XYZ file:
```
8
Properties=species:S:1:pos:R:3:mulliken_charge:R:1
Ca 3.747 3.176 -1.591 1.184
I 1.920 0.888 -1.331 -0.086
C -1.126 -0.551 0.766 -0.499
O -0.793 -1.453 -0.283 -0.452
H -1.709 -1.111 1.498 0.240
H -0.224 -0.151 1.235 0.223
H -1.772 0.282 0.466 0.243
H -0.043 -1.080 -0.760 0.148
```


Entry 4:
This record from the Open Molecules 2025 dataset describes 8 unconnected molecules or ions with the total composition C34H91N7O11 at a distorted geometry. The level of theory is ωB97M-V with the def2-TZVPD basis set.

Results
E_HOMO: -8.57 eV
HOMO-LUMO gap: 9.0 eV
LUMO energy: 0.0156 Ha
structure (SMILES): COC[C@H](C)N.COC[C@H](C)N.COC[C@H](C)N.COC[C@H](C)N.COC[C@H](C)N.COCCNCCOC.COCCNCCOC.OCCO

XYZ file:
```
143
Properties=species:S:1:pos:R:3:mulliken_charge:R:1
C 9.048 20.643 -6.412 -0.603
O 8.094 20.065 -7.281 -0.416
C 8.464 20.163 -8.638 -0.357
C 8.494 21.578 -9.251 0.484
C 7.138 22.235 -9.476 -1.695
N 9.270 21.512 -10.494 -0.394
H 10.028 20.167 -6.523 0.230
H 8.652 20.479 -5.409 0.267
H 9.130 21.726 -6.549 0.284
H 9.438 19.681 -8.785 0.098
H 7.777 19.550 -9.230 0.402
H 9.036 22.230 -8.558 0.205
H 6.576 21.534 -10.114 0.363
H 7.206 23.225 -9.911 0.364
H 6.488 22.182 -8.596 0.411
H 8.687 21.019 -11.172 0.282
H 9.317 22.445 -10.920 0.207
C 13.170 20.789 -13.839 0.069
O 12.241 21.787 -14.212 -0.471
C 11.653 22.426 -13.094 0.305
C 10.622 23.428 -13.579 0.011
C 11.264 24.604 -14.337 -1.427
N 9.786 23.861 -12.465 -0.542
H 12.595 19.906 -13.542 -0.072
H 13.824 21.020 -12.991 -0.126
H 13.802 20.577 -14.697 0.435
H 11.144 21.717 -12.436 0.066
H 12.476 22.907 -12.550 -0.199
H 9.928 22.928 -14.262 0.372
H 11.929 25.157 -13.670 0.298
H 10.491 25.264 -14.728 0.416
H 11.862 24.165 -15.138 0.323
H 9.030 24.480 -12.730 0.237
H 10.343 24.412 -11.813 0.227
C 14.430 12.705 -5.790 -0.833
O 14.897 13.571 -6.798 -0.350
C 14.527 14.931 -6.561 0.142
C 13.063 15.221 -6.894 0.650
C 12.867 15.307 -8.398 -0.991
N 12.519 16.458 -6.317 -0.717
H 14.920 11.738 -5.908 0.269
H 13.365 12.489 -5.938 0.313
H 14.552 13.008 -4.746 0.333
H 14.770 15.201 -5.527 0.465
H 15.176 15.470 -7.257 -0.532
H 12.425 14.437 -6.475 0.286
H 13.161 14.373 -8.891 0.374
H 13.648 15.940 -8.841 -0.186
H 11.908 15.685 -8.737 0.288
H 13.166 17.233 -6.511 0.016
H 12.639 16.460 -5.299 0.355
C 16.262 25.743 -12.312 -0.674
O 16.924 24.506 -12.159 -0.414
C 16.145 23.396 -11.750 0.183
C 15.869 23.449 -10.260 0.159
C 17.151 23.328 -9.417 -1.270
N 15.046 22.312 -9.817 -0.053
H 15.381 25.640 -12.951 0.256
H 17.015 26.455 -12.644 0.282
H 15.982 26.114 -11.315 0.292
H 15.223 23.397 -12.349 0.186
H 16.705 22.512 -12.057 -0.488
H 15.412 24.411 -9.999 0.287
H 17.852 24.116 -9.702 0.580
H 17.623 22.354 -9.523 -0.096
H 16.856 23.509 -8.382 0.508
H 14.098 22.385 -10.192 -0.165
H 14.882 22.444 -8.820 0.239
C 14.121 15.233 -11.973 -0.378
O 13.061 15.999 -11.449 0.637
C 11.800 15.552 -11.873 -0.966
C 11.543 15.820 -13.370 0.235
C 11.836 17.277 -13.688 -0.818
N 10.178 15.525 -13.794 -0.755
H 15.087 15.536 -11.563 -0.299
H 14.246 15.421 -13.042 0.327
H 14.054 14.170 -11.727 0.368
H 11.592 14.502 -11.640 0.403
H 11.007 16.146 -11.404 0.235
H 12.264 15.180 -13.886 0.336
H 11.333 17.726 -14.541 0.475
H 12.920 17.382 -13.798 0.279
H 11.652 17.943 -12.836 -0.154
H 9.525 16.162 -13.347 0.250
H 9.845 14.604 -13.519 0.263
C 15.169 19.041 -5.146 -0.496
O 16.333 19.567 -5.683 -0.414
C 16.469 19.247 -7.065 -0.489
C 17.449 20.201 -7.724 0.576
N 18.705 20.349 -6.944 -0.344
C 19.550 21.473 -7.382 -0.037
C 20.654 21.609 -6.276 -0.878
O 20.046 21.662 -5.023 -0.207
C 20.956 22.085 -4.031 -0.817
H 15.196 19.068 -4.057 0.347
H 15.009 17.968 -5.365 -0.024
H 14.217 19.464 -5.500 0.280
H 15.510 19.272 -7.589 0.108
H 16.876 18.224 -7.074 0.303
H 16.921 21.147 -7.873 0.081
H 17.651 19.803 -8.727 -0.440
H 19.194 19.588 -7.424 0.363
H 19.021 22.424 -7.307 0.229
H 20.041 21.344 -8.350 0.103
H 21.211 22.537 -6.471 0.425
H 21.379 20.800 -6.436 0.359
H 20.379 22.167 -3.106 0.244
H 21.305 23.104 -4.226 0.329
H 21.752 21.361 -3.845 0.298
C 20.335 20.463 -13.497 -0.731
O 19.431 19.583 -12.866 -0.395
C 18.779 20.222 -11.771 -0.466
C 17.676 19.318 -11.257 0.319
N 18.262 18.141 -10.637 -0.147
C 17.292 17.185 -10.162 -0.178
C 17.841 15.997 -9.409 -0.211
O 18.301 15.030 -10.338 -0.381
C 18.179 13.708 -9.900 -0.729
H 19.966 21.490 -13.585 0.273
H 20.478 20.049 -14.494 0.269
H 21.311 20.568 -13.010 0.278
H 18.363 21.191 -12.070 0.050
H 19.499 20.468 -10.983 0.189
H 17.024 19.027 -12.092 0.614
H 17.132 19.909 -10.515 -0.206
H 18.918 17.763 -11.312 0.401
H 16.661 16.763 -10.960 0.302
H 16.590 17.701 -9.498 -0.386
H 16.993 15.599 -8.837 -0.118
H 18.635 16.264 -8.705 0.413
H 18.792 13.534 -9.008 0.324
H 18.541 13.019 -10.666 0.275
H 17.135 13.410 -9.740 0.242
O 12.220 20.951 -10.209 -0.249
C 12.190 19.528 -10.062 -0.332
C 13.559 18.916 -10.309 -0.220
O 14.577 19.498 -9.480 0.555
H 11.304 21.272 -10.118 0.030
H 11.759 19.277 -9.090 0.189
H 11.479 19.140 -10.802 0.572
H 13.841 18.997 -11.360 -0.195
H 13.426 17.888 -9.982 -0.265
H 14.526 20.459 -9.693 -0.170
```


Entry 5:
This record from the Open Molecules 2025 dataset describes 2 unconnected molecules or ions with the total composition C4H5F3O at a distorted geometry. The level of theory is ωB97M-V with the def2-TZVPD basis set.

Results
energy above the lowest of the compared OMol25 structures with the same formula, charge and spin: 73.69 kcal/mol
E_HOMO: -8.96 eV
HOMO-LUMO gap: 9.9 eV
LUMO energy: 0.0339 Ha

XYZ file:
```
13
Properties=species:S:1:pos:R:3:mulliken_charge:R:1
C -0.890 0.913 1.182 -0.259
C -0.040 0.559 0.062 0.544
C 1.298 0.659 -0.408 -1.072
C -0.511 -1.572 -0.592 0.604
O -0.991 1.500 -0.067 -0.408
F -0.990 -1.709 -1.834 -0.242
F 0.716 -2.043 -0.625 -0.262
F -1.277 -2.142 0.426 -0.249
H -1.623 0.177 1.555 0.225
H -0.454 1.676 1.963 0.194
H 1.930 1.121 0.378 0.316
H 1.072 1.144 -1.361 0.294
H 1.759 -0.284 -0.678 0.313
```


Entry 6:
This record from the Open Molecules 2025 dataset describes 2 unconnected molecules or ions with the total composition C4H6FNS at a distorted geometry. The level of theory is ωB97M-V with the def2-TZVPD basis set.

Results
energy above the lowest of the compared OMol25 structures with the same formula, charge and spin: 71.30 kcal/mol
E_HOMO: -9.01 eV
HOMO-LUMO gap: 8.9 eV
LUMO energy: -0.0057 Ha
structure (SMILES): C=C(C)C#N.FS

XYZ file:
```
13
Properties=species:S:1:pos:R:3:mulliken_charge:R:1
C 1.561 -1.202 0.247 -0.958
C 0.440 -0.508 0.065 0.775
C 0.431 0.963 -0.035 -1.239
C -0.811 -1.050 0.269 0.145
N -1.868 -1.531 0.271 -0.437
H 1.484 -2.260 0.316 0.299
H 2.396 -0.687 0.353 0.357
H -0.437 1.452 0.428 0.353
H 1.429 1.403 0.297 0.298
H 0.286 1.298 -0.945 0.361
F -4.357 1.011 -0.010 -0.314
S -4.696 -0.700 -0.177 -0.006
H -3.428 -1.114 0.206 0.366
```